Record 1
CH10N2O4 | ωB97M-V/def2-TZVPD

Results
Net charge: 0
E_HOMO, eV: -9.4510
LUMO energy, eV: 0.29
Calculated total energy, hartree: -454.5599
SMILES: NC(N)=O.O.O.O
F_max, Eh/bohr: 0.098
Relative energy (zero: lowest compared OMol25 entry of this formula, charge and spin), kcal per mole: 43.4
HOMO-LUMO gap, eV: 9.74

Each line ends with the natural charge from an NBO analysis.
Atoms and positions in Å:
N (-0.2461, 0.9091, 3.2946)  -0.850
C (0.3292, 1.2163, 2.1197)  0.757
N (1.4492, 0.5289, 1.7159)  -0.847
O (0.0539, 2.2594, 1.4718)  -0.655
H (0.4130, 1.0810, 4.1016)  0.398
H (-1.0921, 1.3845, 3.4625)  0.393
H (1.8920, 1.0065, 0.9236)  0.410
H (1.4976, -0.4800, 1.6061)  0.395
H (-1.6054, 0.8061, -3.0567)  0.462
H (-2.7604, 0.9817, -3.8426)  0.460
O (-2.4683, 0.3078, -3.1846)  -0.922
H (-2.5263, -4.0973, -1.5247)  0.472
H (-1.4783, -3.1864, -0.7339)  0.479
O (-1.8808, -4.1049, -0.8478)  -0.952
H (3.4506, 0.0222, -1.7596)  0.466
H (2.5257, 1.1037, -2.1169)  0.467
O (2.4463, 0.2614, -1.6289)  -0.931

=====

Record 2
CH10N3 | ωB97M-V/def2-TZVPD

Results
Net charge: +1
E_HOMO, eV: -13.6841
LUMO energy, eV: -3.28
Calculated total energy, hartree: -208.0785
F_max, Eh/bohr: 0.099
Relative energy (zero: lowest compared OMol25 entry of this formula, charge and spin), kcal per mole: 35.1
HOMO-LUMO gap, eV: 10.40

Each line ends with the natural charge from an NBO analysis.
Atoms and positions in Å:
N (-2.2531, -1.2836, 0.3678)  -1.116
H (-2.9503, -0.9313, -0.2804)  0.386
H (-0.3300, -0.8806, -0.1884)  0.492
H (-2.3724, -2.3134, 0.4703)  0.394
H (-2.5691, -0.8302, 1.2812)  0.393
N (1.4772, 1.5711, 0.5740)  -0.869
C (0.8430, 0.9950, -0.5764)  0.008
N (0.7392, -0.6145, -0.2913)  -0.774
H (2.0850, 1.1232, 1.2304)  0.403
H (1.4352, 2.5372, 0.5950)  0.399
H (1.5472, 1.0692, -1.6137)  0.176
H (-0.0574, 1.5317, -0.7015)  0.225
H (1.0623, -0.8645, -1.2464)  0.437
H (1.3432, -1.1093, 0.3794)  0.448

=====

Record 3
CH10N3NiO3 | ωB97M-V/def2-TZVPD

Results
Net charge: -1
E_HOMO (spin up / spin down), eV: -1.5770 / -4.2764
LUMO energy (spin up / spin down), eV: 3.42 / 2.99
Calculated total energy, hartree: -1942.2546
<S²>: 2.009
F_max, Eh/bohr: 0.033
Relative energy (zero: lowest compared OMol25 entry of this formula, charge and spin), kcal per mole: 0.0
Spin multiplicity: 3
HOMO-LUMO gap (spin up / spin down), eV: 5.00 / 7.26

Each line ends with the natural charge from an NBO analysis.
Atoms and positions in Å:
C (1.7058, 1.0175, 0.0171)  -0.876
Ni (-1.4812, -0.4863, -1.7732)  -0.029
N (-1.3866, -1.3093, 0.2068)  -1.146
N (-0.0882, 0.3614, -3.2491)  -1.145
H (-2.1598, -0.8874, 0.7400)  0.416
H (2.4533, 0.2570, -0.0857)  0.200
H (1.4661, 1.1195, 1.1039)  0.255
H (0.7949, 0.6802, -0.5042)  0.206
H (2.1538, 2.0021, -0.2955)  0.198
H (-0.8265, 0.7867, -3.8336)  0.388
H (0.4250, -0.3224, -3.8091)  0.374
H (0.6104, 1.0749, -2.9978)  0.373
H (-1.6506, -2.2605, 0.0264)  0.370
H (-0.6357, -1.3542, 0.8928)  0.408
O (0.2398, 0.9661, 3.4907)  -0.529
N (-0.3158, -0.1540, 3.3888)  0.696
O (0.1411, -1.2197, 3.8891)  -0.549
O (-1.4460, -0.2717, 2.7928)  -0.608

=====

Record 4
CH10N3O2 | ωB97M-V/def2-TZVPD

Results
Net charge: +1
E_HOMO, eV: -14.8834
LUMO energy, eV: -3.16
Calculated total energy, hartree: -358.6439
F_max, Eh/bohr: 0.024
Relative energy (zero: lowest compared OMol25 entry of this formula, charge and spin), kcal per mole: 23.5
HOMO-LUMO gap, eV: 11.72

Each line ends with the natural charge from an NBO analysis.
Atoms and positions in Å:
N (-0.1165, -0.9299, -0.9445)  -0.708
C (0.9015, -0.2963, -1.4951)  0.693
N (1.2115, 0.9188, -1.0368)  -0.738
N (1.6499, -0.8787, -2.5098)  -0.840
H (-0.6638, -0.3376, -0.3255)  0.434
H (-0.5235, -1.7813, -1.3101)  0.442
H (2.1671, 1.2155, -1.1226)  0.419
H (0.8141, 1.3073, -0.1929)  0.443
H (1.1730, -0.8442, -3.4149)  0.426
H (2.6426, -0.7189, -2.5915)  0.422
H (-0.9116, 0.9006, 2.3708)  0.513
H (0.6345, 0.5876, 2.7206)  0.490
O (0.0063, 0.9310, 2.0777)  -1.007
H (-3.6692, 0.2838, 2.4264)  0.493
H (-2.6072, -0.5556, 2.9745)  0.480
O (-2.7088, 0.1978, 2.3736)  -0.962

=====

Record 5
CH10N4 | ωB97M-V/def2-TZVPD

Results
Net charge: 0
E_HOMO, eV: -8.4557
LUMO energy, eV: 0.96
Calculated total energy, hartree: -263.0255
SMILES: CNN.NN
F_max, Eh/bohr: 0.009
Relative energy (zero: lowest compared OMol25 entry of this formula, charge and spin), kcal per mole: 0.0
HOMO-LUMO gap, eV: 9.42

Each line ends with the natural charge from an NBO analysis.
Atoms and positions in Å:
C (0.0245, 0.9304, 2.3115)  -0.427
N (-1.1495, 0.9140, 1.4601)  -0.470
N (-0.7726, 0.5022, 0.1021)  -0.706
H (-1.7844, 0.1840, 1.7848)  0.341
H (-1.6175, 0.6355, -0.4577)  0.354
H (-0.4170, -1.1185, -1.4635)  0.350
H (0.5986, -0.0060, 2.2894)  0.172
H (-0.3017, 1.1303, 3.3295)  0.208
H (0.6756, 1.7449, 1.9848)  0.186
N (1.4561, -1.3613, -2.2645)  -0.673
N (0.0431, -1.1621, -2.3731)  -0.680
H (1.6186, -2.3616, -2.2379)  0.342
H (1.8330, -0.9626, -1.3996)  0.324
H (-0.1000, -0.2713, -2.8382)  0.333
H (-0.1067, 1.2020, -0.2277)  0.347

=====

Record 6
CH10NO4 | ωB97M-V/def2-TZVPD

Results
Net charge: 0
E_HOMO (spin up / spin down), eV: -10.9167 / -10.8106
LUMO energy (spin up / spin down), eV: 0.39 / -3.22
Calculated total energy, hartree: -399.7185
<S²>: 0.754
F_max, Eh/bohr: 0.031
Relative energy (zero: lowest compared OMol25 entry of this formula, charge and spin), kcal per mole: 3.1
Spin multiplicity: 2
HOMO-LUMO gap (spin up / spin down), eV: 11.31 / 7.59

Each line ends with the natural charge from an NBO analysis.
Atoms and positions in Å:
N (0.2384, -0.3342, 1.3740)  -0.878
C (0.4626, -0.7268, 0.0010)  0.007
O (0.1545, 0.1853, -0.9321)  -0.341
H (0.8727, 0.2581, 1.9002)  0.387
H (-0.6749, 0.0992, 1.4459)  0.378
H (1.4784, -1.1196, -0.1436)  0.230
H (-0.2169, -1.5982, -0.0961)  0.231
H (0.0135, 2.2758, -3.2335)  0.462
H (0.2338, 1.8036, -1.8132)  0.475
O (0.1905, 2.6143, -2.3436)  -0.942
H (2.1246, -2.5145, 3.1290)  0.463
H (0.8486, -1.6633, 3.1998)  0.481
O (1.5381, -2.0596, 3.7496)  -0.950
H (-1.5435, 0.2558, -1.4868)  0.466
H (-2.6787, -0.2972, -2.3482)  0.465
O (-2.4926, 0.3653, -1.6751)  -0.934